75
Properties=species:S:1:pos:R:3 method="wB97M-V/def2-TZVPD" energy_ev=-92677.29790 multiplicity=1 homo_lumo_gap_ev=4.996 total_charge=-1
C 6.07 -2.41 1.46
C 5.29 -1.64 0.43
C 5.59 -1.74 -0.93
C 4.85 -1.01 -1.86
C 3.78 -0.21 -1.46
C 3.43 -0.11 -0.10
C 2.23 0.68 0.32
Al 0.60 0.09 -0.65
F 0.71 0.24 -2.32
C 0.09 -1.80 -0.22
C -1.35 -2.06 0.26
C -1.99 -3.28 -0.35
F -1.88 -3.32 -1.71
F -1.43 -4.45 0.11
F -3.33 -3.36 -0.06
P -1.16 1.64 0.00
S -0.95 3.47 -0.79
C 4.21 -0.83 0.82
H 7.14 -2.38 1.24
H 5.77 -3.46 1.47
H 5.92 -2.00 2.46
H 6.39 -2.38 -1.27
H 5.08 -1.10 -2.92
H 3.19 0.31 -2.20
H 2.42 1.75 0.21
H 2.06 0.51 1.39
H 0.28 -2.36 -1.14
H 0.78 -2.21 0.52
H -1.36 -2.24 1.34
H -2.04 -1.23 0.07
H -1.23 1.66 1.40
H -2.42 1.12 -0.36
H 3.96 -0.77 1.87
C -4.18 -0.21 4.44
C -4.59 -1.11 5.34
C -3.63 -1.89 6.20
O -4.13 -2.67 7.00
C -2.21 -1.68 6.04
C -1.79 -0.78 5.13
C -2.76 0.02 4.29
O -2.26 0.81 3.51
O -0.52 -0.51 4.89
O -5.86 -1.40 5.58
H -4.86 0.36 3.82
H -1.53 -2.25 6.65
H -0.52 0.17 4.19
H -5.85 -2.08 6.28
C -3.91 7.65 0.28
C -2.84 6.94 -0.15
C -2.32 7.09 -1.57
O -1.33 6.46 -1.87
C -3.03 7.97 -2.48
C -4.09 8.65 -2.04
C -4.59 8.53 -0.62
O -5.56 9.22 -0.34
O -4.82 9.49 -2.77
O -2.18 6.12 0.62
H -4.28 7.56 1.29
H -2.67 8.05 -3.50
H -5.51 9.82 -2.16
H -1.50 5.61 0.12
C 1.17 -4.08 -3.09
C 2.41 -3.87 -2.62
C 3.65 -4.17 -3.45
O 4.71 -3.96 -2.89
C 3.49 -4.67 -4.80
C 2.25 -4.87 -5.26
C 1.01 -4.59 -4.43
O -0.05 -4.83 -4.98
O 1.97 -5.34 -6.46
O 2.67 -3.38 -1.43
H 0.28 -3.86 -2.51
H 4.38 -4.88 -5.38
H 0.99 -5.36 -6.50
H 3.64 -3.21 -1.38

***

61
Properties=species:S:1:pos:R:3 method="wB97M-V/def2-TZVPD" energy_ev=-39074.09366 multiplicity=1 de_lowest_kj_mol=0.6 homo_lumo_gap_ev=5.442
C -5.53 -2.82 -0.73
C -4.75 -1.66 -0.62
C -3.38 -1.77 -0.35
C -2.81 -3.01 -0.05
C -1.38 -3.11 0.48
C -0.30 -2.67 -0.54
C 0.86 -3.67 -0.54
O 1.92 -2.96 -1.15
C 1.59 -1.61 -1.16
O 2.43 -0.83 -1.60
N 0.35 -1.39 -0.58
C -3.56 -4.18 -0.29
C -4.91 -4.08 -0.64
H -6.61 -2.74 -0.95
H -5.20 -0.67 -0.75
H -2.75 -0.88 -0.43
H -1.27 -2.59 1.45
H -1.22 -4.18 0.70
H -0.82 -2.67 -1.52
H 1.13 -3.91 0.51
H 0.62 -4.59 -1.09
H -3.07 -5.16 -0.24
H -5.50 -4.99 -0.83
C 3.54 3.94 4.02
N 2.90 2.88 3.24
C 1.58 2.88 2.84
C 1.34 1.75 2.00
C 0.16 1.41 1.24
C -0.02 1.44 -0.15
C 0.97 1.41 -1.19
N 0.38 1.52 -2.40
C 1.05 1.47 -3.69
C -1.00 1.64 -2.25
C -1.30 1.66 -0.87
C -2.55 2.15 -0.52
C -3.49 2.47 -1.53
C -3.20 2.28 -2.89
C -1.90 1.92 -3.28
C 2.58 1.00 2.02
C 3.54 1.71 2.79
C 4.85 1.23 2.93
C 5.14 -0.01 2.32
C 4.20 -0.68 1.52
C 2.92 -0.15 1.36
H 4.45 3.56 4.50
H 3.82 4.80 3.39
H 2.85 4.29 4.80
H 0.95 3.71 3.11
H -0.79 1.39 1.79
H 2.04 1.41 -1.08
H 0.29 1.53 -4.47
H 1.72 2.34 -3.83
H 1.62 0.54 -3.77
H -2.77 2.36 0.53
H -4.48 2.86 -1.27
H -3.94 2.44 -3.67
H -1.58 1.89 -4.32
H 5.62 1.77 3.49
H 6.12 -0.48 2.45
H 4.44 -1.63 1.04
H 2.14 -0.57 0.73

***

79
Properties=species:S:1:pos:R:3 method="wB97M-V/def2-TZVPD" energy_ev=-97751.08746 multiplicity=6 de_lowest_kj_mol=150.0 homo_lumo_gap_ev="3.316 / 3.603" total_charge=+4
Mn -0.35 0.54 0.58
C 3.67 -0.24 1.48
C 2.44 -0.63 0.99
N 1.52 0.32 1.24
N 2.16 1.33 1.89
C 3.45 1.01 2.03
B 1.30 2.59 2.20
N 0.04 2.11 2.96
C -0.42 2.37 4.19
C -1.58 1.64 4.39
C -1.77 0.95 3.21
N -0.78 1.23 2.35
N 0.86 3.16 0.83
C 1.13 4.30 0.18
C 0.65 4.21 -1.11
C 0.09 2.94 -1.19
N 0.22 2.31 -0.02
N 1.97 3.70 3.04
C 3.07 3.83 3.75
C 3.05 5.14 4.33
C 1.83 5.70 3.88
N 1.17 4.87 3.13
H 4.60 -0.78 1.44
H 2.18 -1.52 0.45
H 4.17 1.67 2.48
H 0.08 3.05 4.85
H -2.20 1.63 5.27
H -2.58 0.30 2.92
H 1.66 5.11 0.67
H 0.72 4.95 -1.89
H -0.37 2.45 -2.03
H 3.81 3.07 3.88
H 3.81 5.56 4.97
H 1.43 6.68 4.10
N -3.14 -4.44 0.85
C -1.93 -3.65 1.28
C -1.94 -2.21 0.75
N -0.73 -1.47 1.20
H -3.10 -5.39 1.22
H -3.21 -4.52 -0.17
H -4.02 -4.03 1.18
H -1.06 -4.20 0.92
H -1.93 -3.67 2.37
H -2.82 -1.67 1.08
H -1.94 -2.20 -0.35
H 0.09 -1.99 0.90
H -0.69 -1.46 2.22
F 0.24 -3.18 -1.64
C 0.80 -3.54 -2.83
C 0.80 -4.86 -3.16
F 0.26 -5.70 -2.29
C 1.37 -5.33 -4.37
C 1.94 -4.36 -5.19
C 1.93 -3.00 -4.84
F 2.47 -2.15 -5.67
C 1.35 -2.54 -3.65
C 1.32 -1.15 -3.31
C 0.66 -0.67 -2.16
N 0.16 -0.22 -1.22
C 1.89 -0.10 -4.06
N 2.37 0.82 -4.57
F 2.49 -4.66 -6.34
C 1.35 -6.75 -4.74
C 2.08 -7.24 -5.83
N 2.68 -7.66 -6.73
C 0.59 -7.68 -4.01
N -0.05 -8.43 -3.42
C -3.00 3.36 0.78
N -3.36 2.64 -0.44
C -4.28 3.34 -1.36
C -2.94 1.45 -0.72
O -2.17 0.73 0.00
H -3.88 3.89 1.13
H -2.22 4.09 0.56
H -2.66 2.66 1.54
H -5.23 3.50 -0.85
H -4.44 2.75 -2.26
H -3.85 4.30 -1.62
H -3.32 1.01 -1.65

***

65
Properties=species:S:1:pos:R:3 method="wB97M-V/def2-TZVPD" energy_ev=-173079.88397 multiplicity=6 de_lowest_kj_mol=9.0 homo_lumo_gap_ev="7.048 / 6.728" total_charge=-1
Mn -0.88 0.62 1.84
S -1.99 0.28 4.21
C -2.38 -1.10 3.33
N -1.93 -1.30 2.11
C -2.34 -2.51 1.57
C -1.98 -3.01 0.32
C -2.47 -4.24 -0.07
C -3.32 -4.98 0.76
C -3.67 -4.50 2.01
C -3.18 -3.26 2.41
S -3.40 -2.41 3.91
H -1.31 -2.44 -0.31
H -2.19 -4.63 -1.04
H -3.69 -5.94 0.43
H -4.32 -5.07 2.67
C 1.19 4.68 -2.17
C 0.18 4.02 -2.86
C -0.29 2.80 -2.40
C 0.23 2.21 -1.24
C 1.24 2.89 -0.56
C 1.72 4.11 -1.03
Si -0.46 0.57 -0.65
C 0.60 -0.79 -1.44
C 0.02 -1.70 -2.33
C 0.77 -2.70 -2.94
C 2.13 -2.80 -2.66
C 2.72 -1.90 -1.78
C 1.96 -0.91 -1.18
H 1.56 5.63 -2.53
H -0.25 4.45 -3.76
H -1.09 2.30 -2.94
H 1.66 2.47 0.35
H 2.50 4.62 -0.48
H -1.79 0.36 -1.28
H -1.04 -1.62 -2.56
H 0.30 -3.39 -3.63
H 2.72 -3.58 -3.12
H 3.78 -1.98 -1.55
H 2.44 -0.22 -0.50
C -2.52 4.28 0.58
C -2.90 2.85 0.95
C -3.78 2.25 -0.15
C -3.67 2.85 2.27
O -1.70 2.13 1.06
H -3.40 4.91 0.45
H -1.94 4.27 -0.35
H -1.90 4.71 1.37
H -4.72 2.81 -0.24
H -4.02 1.21 0.08
H -3.26 2.28 -1.10
H -4.58 3.45 2.19
H -3.05 3.25 3.07
H -3.96 1.83 2.55
Br 4.96 1.57 -0.03
C 5.17 -0.27 0.38
C 6.18 -1.01 -0.24
C 6.29 -2.36 0.04
C 5.42 -2.98 0.93
C 4.42 -2.24 1.55
C 4.34 -0.90 1.25
I 1.74 0.30 2.49
H 6.85 -0.53 -0.94
H 7.07 -2.94 -0.44
H 5.52 -4.04 1.13
H 3.71 -2.70 2.23